No. 1
The following is a quantum chemistry calculation of 9 unconnected molecules or ions with the total composition C35H62O21S4 in a non-equilibrium geometry, from the Open Molecules 2025 dataset.

- molar mass (u) = 947.1
- HOMO (eV) = -9.57
- LUMO energy (eV) = 0.10
- structure (SMILES) = C[C@H]1COC(=O)O1.C[C@H]1COC(=O)O1.C[C@H]1COC(=O)O1.C[C@H]1COC(=O)O1.O=S1(=O)CCCC1.O=S1(=O)CCCC1.O=S1(=O)CCCC1.O=S1(=O)CCCC1.CC(C)=O
- net charge = 0
- HOMO-LUMO gap (hartree) = 0.3551
- ΔE to the lowest compared entry with this formula, charge and spin (kJ/mol) = 25.57
- E (Ha) = -4543.40106

Structure (XYZ):
```
122
C35H62O21S4 ωB97M-V/def2-TZVPD
C -0.1532 6.9991 -2.5176
C -1.2459 7.8501 -3.3105
C -0.9092 7.9035 -4.8838
O -2.2421 7.6632 -5.3262
C -3.0135 7.0094 -4.3881
O -4.1497 6.6217 -4.5694
O -2.4450 7.0831 -3.1820
H 0.7056 7.6385 -2.3137
H 0.3509 6.3156 -3.2008
H -0.3866 6.4825 -1.5865
H -1.5451 8.7915 -2.8497
H -0.1289 7.2493 -5.2729
H -0.4786 8.8969 -5.0101
C 0.6934 8.8726 4.7891
C 0.7278 7.4376 5.3730
C -0.5680 7.1793 6.1092
O -0.8798 5.8874 5.5734
C -0.1195 5.4916 4.5777
O -0.3178 4.5109 3.9040
O 0.9008 6.3904 4.5008
H 1.5752 9.2464 4.2689
H 0.4023 9.5681 5.5763
H -0.1332 8.9493 4.0827
H 1.5637 7.2800 6.0547
H -1.4010 7.8150 5.8092
H -0.4903 7.1621 7.1963
C 0.1477 -0.0973 -1.3196
C 0.7963 -1.2867 -0.5101
C 1.8566 -0.8810 0.5485
O 1.6635 -1.8570 1.5939
C 0.4521 -2.4827 1.3810
O -0.0214 -3.3365 2.1391
O -0.1307 -1.9952 0.2373
H 0.8988 0.4773 -1.8616
H -0.5005 0.5421 -0.7205
H -0.5295 -0.4045 -2.1165
H 1.2506 -2.0285 -1.1669
H 1.5373 0.1025 0.8933
H 2.8564 -0.7751 0.1274
C -4.2295 -7.0569 -0.4795
C -3.4047 -8.2099 -0.9966
C -2.3889 -7.6500 -2.0480
O -1.1240 -7.9349 -1.4377
C -1.2942 -8.6469 -0.2803
O -0.4271 -9.2716 0.3031
O -2.6213 -8.7584 0.0106
H -3.6303 -6.1723 -0.2639
H -4.6895 -7.2102 0.4967
H -5.0038 -6.6686 -1.1412
H -3.9087 -9.1287 -1.2965
H -2.5855 -6.6450 -2.4213
H -2.4177 -8.3518 -2.8816
O 7.1574 4.0921 -1.4038
S 7.8535 2.8725 -1.7878
O 7.1953 1.6548 -2.3252
C 9.3341 3.3105 -2.8123
C 10.5178 3.4083 -1.8507
C 10.3657 2.2378 -0.9188
C 8.9278 2.2980 -0.3690
H 9.1327 4.1503 -3.4774
H 9.5355 2.4145 -3.3994
H 11.4548 3.4202 -2.4075
H 10.5213 4.3461 -1.2951
H 11.1862 2.2695 -0.2019
H 10.7355 1.2773 -1.2778
H 8.8243 3.0428 0.4201
H 8.7451 1.3513 0.1394
O -5.9280 -2.5849 -8.7131
S -6.1736 -1.3288 -7.9855
O -7.3467 -1.1115 -7.1699
C -4.6605 -1.0057 -7.0088
C -3.5922 -0.2819 -7.8909
C -4.2906 0.3261 -9.1102
C -5.7617 0.1727 -9.0127
H -4.3840 -1.7945 -6.3092
H -5.1743 -0.3114 -6.3439
H -3.1497 0.5574 -7.3544
H -2.7892 -0.9315 -8.2393
H -4.0774 -0.2607 -10.0037
H -4.1439 1.4043 -9.1731
H -6.3359 0.1832 -9.9392
H -6.1643 0.9235 -8.3328
O 10.0549 -5.8947 -0.0527
S 8.9350 -5.1743 0.5342
O 9.1252 -4.3323 1.6914
C 8.2102 -4.2631 -0.7449
C 7.0769 -4.9820 -1.2808
C 6.3813 -5.7060 -0.0689
C 7.4365 -6.3037 0.7545
H 8.9158 -3.7622 -1.4077
H 7.7512 -3.4380 -0.2002
H 6.3336 -4.3639 -1.7842
H 7.4156 -5.7537 -1.9721
H 5.6171 -6.3869 -0.4436
H 5.9018 -4.8846 0.4636
H 7.8572 -7.2486 0.4107
H 7.3165 -6.5925 1.7986
O -7.9379 2.9712 0.7944
S -7.5940 1.7311 1.5359
O -7.1233 0.5318 0.8830
C -6.2503 2.1508 2.7498
C -7.0778 2.5511 3.9849
C -8.1536 1.5900 4.2680
C -8.8619 1.4176 2.8934
H -5.6014 2.8527 2.2260
H -5.6116 1.3319 3.0805
H -6.5007 2.5296 4.9092
H -7.5626 3.5061 3.7818
H -8.8201 1.9986 5.0276
H -7.7500 0.6808 4.7136
H -9.8442 1.8823 2.8088
H -9.1572 0.3704 2.8270
C -3.7280 -5.9335 10.2567
C -2.4063 -6.5965 9.9719
C -1.7947 -6.1470 8.6435
O -2.0035 -7.6410 10.4755
H -4.3524 -6.5755 10.8780
H -4.2459 -5.8606 9.3004
H -3.6250 -4.9178 10.6386
H -2.3739 -6.3956 7.7542
H -0.7737 -6.5270 8.6762
H -1.5582 -5.0846 8.5843
```



No. 2
The following is a quantum chemistry calculation of 3 unconnected molecules or ions with the total composition C35H63ClN4O2P2S in a non-equilibrium geometry, from the Open Molecules 2025 dataset.

- molar mass (u) = 701.4
- HOMO (alpha / beta) (eV) = -7.55 / -7.56
- LUMO energy (alpha / beta) (eV) = -1.67 / -1.66
- 2S+1 = 3
- net charge = 0
- HOMO-LUMO gap (alpha / beta) (hartree) = 0.2161 / 0.2167
- E (Ha) = -3281.31103

Structure (XYZ):
```
108
C35H63ClN4O2P2S ωB97M-V/def2-TZVPD
C 2.8611 -0.7493 4.7040
C 1.4434 -0.4494 3.9051
P 1.5215 1.1866 2.8445
C 3.1731 1.0865 1.9128
C -0.0228 1.0970 1.7433
C -1.4481 1.6525 2.4253
P -1.3374 2.3577 4.2389
C -2.3036 1.1165 5.3721
C -2.1243 4.1062 4.2911
C -2.0044 4.9136 2.8520
C -2.8972 1.6024 1.5905
C -4.3436 2.0976 2.2721
C -5.4072 0.9011 2.0062
C -6.4680 0.5459 3.1780
C -6.2183 -1.0525 3.6059
C -6.4618 1.4796 4.5116
C -2.9621 1.0549 0.0483
N -4.0863 0.9306 -0.9551
S -3.3499 0.1986 -2.4005
N -1.6159 -0.0161 -2.0612
C -1.5788 0.5054 -0.6339
C -0.1520 0.5122 0.2236
Cl 1.3233 -0.1925 -0.6337
H 2.5771 -1.4949 5.5916
H 3.3017 0.2115 5.2489
H 3.6412 -1.3135 4.0396
H 0.6530 -0.1921 4.7631
H 1.0378 -1.3588 3.2899
H 4.0793 1.2389 2.6631
H 3.3175 -0.0124 1.4702
H 3.3151 1.8422 1.0302
H -1.8046 0.0462 5.3321
H -2.2363 1.5809 6.4675
H -3.4254 0.9745 5.0241
H -3.2338 4.0421 4.7012
H -1.5001 4.7374 5.0819
H -2.7341 4.3971 2.0775
H -0.8743 4.8860 2.5091
H -2.3150 6.0537 3.0065
H -4.6874 3.1202 1.7635
H -4.0893 2.3479 3.3817
H -4.8836 -0.1242 1.6888
H -6.0437 1.2130 1.0446
H -7.5794 0.5607 2.7463
H -7.0683 -1.4756 4.2898
H -5.1452 -1.1749 4.1033
H -6.2010 -1.6337 2.5663
H -5.6211 1.0353 5.2333
H -7.4717 1.3713 5.1237
H -6.1456 2.6054 4.3370
C -2.3762 -7.3676 -3.0861
C -2.7617 -6.5938 -1.7870
C -4.1122 -5.8434 -1.9829
C -3.9976 -4.5958 -2.8508
C -2.9042 -3.6701 -2.3243
C -1.5391 -4.3847 -2.1658
N -1.6402 -5.6752 -1.4002
O -1.8069 -5.3474 -0.0419
C -0.9437 -4.6421 -3.5787
C -0.5238 -3.3862 -1.5221
C -3.0184 -7.7303 -0.7393
H -2.4372 -8.4554 -2.9581
H -3.0241 -7.1122 -3.9298
H -1.3399 -7.1922 -3.3869
H -4.5108 -5.5443 -1.0031
H -4.8587 -6.5177 -2.4210
H -3.8039 -4.8706 -3.8918
H -4.9597 -4.0633 -2.8486
H -2.8112 -2.8138 -3.0014
H -3.2282 -3.2591 -1.3605
H -0.0128 -5.2168 -3.5168
H -0.7048 -3.6974 -4.0833
H -1.6278 -5.1672 -4.2494
H -0.8666 -2.9993 -0.5560
H -0.3705 -2.5104 -2.1646
H 0.4551 -3.8587 -1.3747
H -2.0999 -8.2927 -0.5310
H -3.7650 -8.4431 -1.1133
H -3.4118 -7.3509 0.2106
C 6.0238 1.4197 -3.6481
C 5.6383 2.1936 -2.3490
C 4.2878 2.9440 -2.5449
C 4.4024 4.1916 -3.4128
C 5.4958 5.1173 -2.8863
C 6.8609 4.4026 -2.7279
N 6.7598 3.1121 -1.9622
O 6.5931 3.4400 -0.6039
C 7.4563 4.1452 -4.1407
C 7.8762 5.4012 -2.0842
C 5.3816 1.0570 -1.3013
H 5.9628 0.3319 -3.5201
H 5.3759 1.6751 -4.4919
H 7.0601 1.5952 -3.9490
H 3.8892 3.2430 -1.5652
H 3.5413 2.2696 -2.9830
H 4.5961 3.9168 -4.4538
H 3.4403 4.7240 -3.4106
H 5.5888 5.9736 -3.5634
H 5.1718 5.5283 -1.9225
H 8.3872 3.5706 -4.0788
H 7.6952 5.0900 -4.6453
H 6.7722 3.6201 -4.8114
H 7.5334 5.7881 -1.1180
H 8.0295 6.2770 -2.7266
H 8.8551 4.9287 -1.9368
H 6.3001 0.4946 -1.0930
H 4.6350 0.3443 -1.6753
H 4.9882 1.4364 -0.3514
```



No. 3
The following is a quantum chemistry calculation of 6 unconnected molecules or ions with the total composition C35H63F3N7O8 in a non-equilibrium geometry, from the Open Molecules 2025 dataset.

- molar mass (u) = 766.9
- HOMO (alpha / beta) (eV) = -8.45 / -8.54
- LUMO energy (alpha / beta) (eV) = 0.62 / 0.43
- 2S+1 = 2
- net charge = 0
- HOMO-LUMO gap (alpha / beta) (hartree) = 0.3331 / 0.3298
- E (Ha) = -2656.18766

Structure (XYZ):
```
116
C35H63F3N7O8 ωB97M-V/def2-TZVPD
C -2.4102 -2.2504 3.4093
C -2.3259 -2.2186 1.8071
C -1.7370 -3.6112 1.3782
C -1.4313 -0.9699 1.4495
C -1.3754 -0.7667 -0.1247
C -0.0067 -1.4408 -0.5988
C 0.3746 -1.0832 -2.0923
C 1.5375 -1.9310 -2.7105
O 2.6726 -1.4765 -2.6887
N 1.3666 -3.2177 -3.3664
C 0.0090 -3.3982 -3.8627
C -0.4521 -2.4869 -4.9053
C -1.8197 -2.6172 -5.3883
C -2.6630 -3.6864 -4.8281
C -2.1822 -4.6101 -3.7994
C -0.8044 -4.4660 -3.2981
C -1.2145 0.7726 -0.4279
O -2.3130 1.5626 0.1198
C -2.0107 2.8926 0.1025
F -0.9231 3.2352 0.8601
F -3.0915 3.5985 0.5914
F -1.7795 3.3514 -1.1790
C -2.5626 -1.4194 -0.9529
C -3.8430 -1.8790 -0.1421
C -4.3629 -3.2224 -0.8093
C -4.9931 -0.8036 -0.4387
N -3.7010 -1.9326 1.3391
O -4.5040 -2.8944 1.7386
H -3.3143 -1.6277 3.6716
H -1.5222 -1.7745 3.8936
H -2.5961 -3.2940 3.7831
H -0.6345 -3.5813 1.6330
H -1.7628 -3.7919 0.2649
H -2.1577 -4.4663 1.9628
H -1.7909 -0.0675 2.0169
H -0.3952 -1.2035 1.8197
H 0.8235 -1.0344 0.0498
H -0.0322 -2.5584 -0.4928
H -0.5636 -1.1017 -2.7059
H 0.7334 -0.0148 -2.1111
H 1.6172 -3.9709 -2.7211
H 0.2572 -1.7143 -5.2940
H -2.2125 -1.9159 -6.1619
H -3.7088 -3.7287 -5.2224
H -2.8530 -5.3940 -3.3853
H -0.4603 -5.1760 -2.5124
H -0.2299 1.0907 0.0159
H -1.1937 0.9748 -1.5309
H -2.9050 -0.6383 -1.6920
H -2.1894 -2.2829 -1.5640
H -5.4371 -3.4285 -0.5945
H -3.7214 -4.1103 -0.5886
H -4.2879 -3.0437 -1.9251
H -5.0392 -0.5864 -1.5399
H -5.9782 -1.2989 -0.1936
H -4.8879 0.1190 0.1831
C -0.2522 -3.2040 -9.6306
C 0.5031 -2.5763 -8.4874
O -0.0082 -1.7478 -7.7480
N 1.7921 -2.9602 -8.2923
C 2.5667 -3.9191 -9.0537
H -1.2621 -2.8009 -9.6595
H 0.2403 -2.9744 -10.5772
H -0.3139 -4.2848 -9.4912
H 2.2342 -2.4996 -7.5101
H 2.8934 -4.7142 -8.3810
H 3.4447 -3.4128 -9.4593
H 1.9933 -4.3515 -9.8689
C 5.4225 -2.2902 2.2480
C 4.5715 -2.0224 1.0326
O 3.3531 -2.0149 1.0745
N 5.1955 -1.7842 -0.1470
C 6.6180 -1.7499 -0.4175
H 4.7786 -2.4619 3.1079
H 6.0344 -3.1802 2.0895
H 6.0591 -1.4288 2.4578
H 4.5537 -1.6140 -0.9133
H 6.8733 -0.7635 -0.8093
H 6.8458 -2.5029 -1.1747
H 7.2082 -1.9463 0.4735
C -7.3119 1.6370 3.7018
C -5.9309 1.6079 3.0988
O -5.2812 0.5832 2.9823
N -5.3871 2.7732 2.6668
C -5.9558 4.1047 2.6990
H -7.5981 0.6291 3.9943
H -7.3208 2.2720 4.5897
H -8.0336 2.0042 2.9698
H -4.4639 2.6538 2.2759
H -6.0098 4.4845 1.6767
H -5.2968 4.7502 3.2833
H -6.9496 4.1137 3.1388
C 3.6405 4.2648 3.3914
C 4.1504 3.8647 2.0305
O 5.3413 3.7111 1.8018
N 3.2353 3.6745 1.0414
C 1.7934 3.8067 1.1154
H 4.4795 4.3794 4.0746
H 3.1130 5.2187 3.3270
H 2.9777 3.4921 3.7848
H 3.6478 3.4087 0.1594
H 1.3461 2.8499 0.8474
H 1.4796 4.5630 0.3932
H 1.4581 4.0956 2.1076
C 3.6338 6.5508 7.8728
C 4.7292 5.6806 7.3107
O 4.6080 4.4690 7.2069
N 5.8814 6.2855 6.9127
C 6.2147 7.6950 6.9543
H 2.7837 5.9287 8.1440
H 3.9858 7.0668 8.7679
H 3.3084 7.2758 7.1242
H 6.5673 5.6408 6.5480
H 6.4335 8.0307 5.9388
H 7.1063 7.8233 7.5713
H 5.4058 8.2936 7.3639
```



No. 4
The following is a quantum chemistry calculation of 6 unconnected molecules or ions with the total composition C35H63IN2O7P in a non-equilibrium geometry, from the Open Molecules 2025 dataset.

- molar mass (u) = 781.8
- HOMO (eV) = -4.80
- LUMO energy (eV) = 1.90
- net charge = -1
- HOMO-LUMO gap (hartree) = 0.2463
- E (Ha) = -2646.48883

Structure (XYZ):
```
109
C35H63IN2O7P ωB97M-V/def2-TZVPD
C -0.1729 -2.9632 1.8197
C 0.0001 -3.8708 1.0150
P 0.7053 -5.3257 -0.0387
C 2.4707 -5.1307 0.6871
N -0.9746 -5.5598 -0.7132
N 0.3478 -6.4158 1.3765
C 1.2326 -6.9164 -1.0473
C 0.3315 -7.2603 -2.2338
O 0.3851 -6.7757 -3.3190
I -1.2354 -8.8295 -2.0148
C 1.0894 -4.2355 -1.5564
C 1.7676 -2.8473 -1.3138
C 3.1622 -2.8535 -2.0557
O 1.0080 -1.8344 -2.0189
C 0.0383 -1.1958 -1.2106
C -1.3842 -1.7770 -1.4348
C -1.7539 -2.2752 -2.7198
C -3.0164 -2.8404 -2.9906
C -3.9861 -2.9227 -1.9528
C -3.6661 -2.4018 -0.6737
C -2.3803 -1.8371 -0.4310
H -0.3596 -2.0721 2.4103
H 2.8512 -6.0908 1.1106
H 3.2179 -4.8619 -0.0991
H 2.4729 -4.3324 1.4568
H -1.4480 -6.3402 -0.2581
H -1.5105 -4.7117 -0.5198
H -0.5921 -6.2363 1.7413
H 0.9432 -6.1756 2.1731
H 1.1791 -7.7814 -0.3528
H 2.2913 -6.8652 -1.3842
H 1.7419 -4.8350 -2.2291
H 0.1566 -4.0888 -2.1388
H 2.0019 -2.5952 -0.2617
H 3.1022 -3.3313 -3.0504
H 3.4204 -1.7775 -2.2210
H 3.9650 -3.2576 -1.4100
H -0.0387 -0.1455 -1.5885
H 0.3032 -1.1138 -0.1400
H -1.0061 -2.2509 -3.5278
H -3.2437 -3.2418 -3.9897
H -4.9695 -3.3830 -2.1247
H -4.3812 -2.4259 0.1661
H -2.1262 -1.4391 0.5630
C -1.0124 2.1758 2.3047
C -2.4708 1.8807 2.0005
C -2.4951 1.9596 0.4838
O -1.2007 1.5496 0.0252
C -0.3077 1.4934 1.1481
H -0.6831 1.8105 3.2777
H -0.8347 3.2547 2.2660
H -2.7204 0.8667 2.3265
H -3.1686 2.5719 2.4741
H -2.6641 2.9878 0.1422
H -3.2583 1.3160 0.0418
H -0.1129 0.4384 1.3703
H 0.6363 1.9741 0.8895
C -3.0714 1.4047 -3.1905
C -3.7500 1.5937 -4.5365
C -3.4916 3.0658 -4.8156
O -2.2450 3.3931 -4.1896
C -1.8619 2.3123 -3.3214
H -2.8054 0.3701 -2.9726
H -3.7252 1.7650 -2.3908
H -3.2542 0.9771 -5.2914
H -4.8105 1.3412 -4.5336
H -4.2693 3.6972 -4.3702
H -3.4331 3.2876 -5.8833
H -1.0214 1.7880 -3.7880
H -1.5320 2.7127 -2.3618
C -0.6949 8.3476 -2.7899
C -0.7398 7.2005 -3.7870
C -1.3134 6.0744 -2.9439
O -2.1718 6.6893 -1.9675
C -1.9538 8.1021 -1.9736
H -0.6747 9.3343 -3.2540
H 0.1890 8.2515 -2.1528
H -1.4265 7.4444 -4.6027
H 0.2299 6.9558 -4.2202
H -0.5232 5.5370 -2.4073
H -1.8820 5.3557 -3.5328
H -2.8262 8.5767 -2.4378
H -1.8671 8.4637 -0.9467
C 3.3759 -1.6578 5.1507
C 3.0362 -2.9613 5.8525
C 2.1408 -3.6410 4.8286
O 2.5798 -3.2009 3.5418
C 3.4821 -2.1040 3.7016
H 4.2865 -1.1833 5.5184
H 2.5511 -0.9482 5.2645
H 3.9456 -3.5499 6.0042
H 2.5520 -2.8278 6.8205
H 1.0949 -3.3381 4.9504
H 2.1945 -4.7298 4.8794
H 4.4922 -2.4608 3.4690
H 3.2228 -1.3117 2.9967
C 2.8787 5.6648 3.1210
C 2.8018 5.0265 4.4960
C 1.9648 3.7887 4.2199
O 2.2413 3.3948 2.8682
C 2.9626 4.4482 2.2167
H 3.7215 6.3449 2.9980
H 1.9589 6.2201 2.9171
H 3.8024 4.7352 4.8274
H 2.3661 5.6735 5.2575
H 0.8940 4.0082 4.2947
H 2.1987 2.9647 4.8962
H 3.9997 4.1185 2.0916
H 2.5333 4.6277 1.2297
```



Question: Among the records above, which one has the lowest molar mass?
Answer: C35H63ClN4O2P2S



Question: Among the records above, which one has the lowest molar mass?
Answer: C35H63ClN4O2P2S



Question: Which of these has the lowest molar mass?
Answer: C35H63ClN4O2P2S